The following is a quantum chemistry calculation of a structure of composition C19H18IN3O2S2Sr at a distorted geometry, from the OMol25 dataset.

Structure (XYZ):
```
46
Properties=species:S:1:pos:R:3:mulliken_charge:R:1
C 2.5097 1.1269 3.0875 -0.51
C 2.0852 -0.1936 3.6759 -0.56
H 3.2204 1.0594 2.2710 0.27
H 2.7844 1.9062 3.8201 0.24
H 1.5560 1.4706 2.6871 0.02
H 1.4668 -0.7526 2.9542 0.06
H 2.9310 -0.8329 3.8661 0.38
H 1.4211 0.0500 4.5273 0.17
C 0.5747 2.9699 -2.9613 0.06
C 1.0744 3.6709 -4.0711 -0.67
C 1.1695 2.9820 -5.2940 -0.38
C 0.8158 1.6276 -5.3704 -0.53
H 0.4649 3.4352 -1.9729 0.44
H 1.3727 4.7229 -3.9488 0.37
H 1.5346 3.4977 -6.1772 0.41
H 0.8912 1.0260 -6.2876 0.23
N 0.2171 1.6620 -3.0473 -0.62
C 0.3922 0.9645 -4.2066 0.44
C 0.2592 -0.5204 -4.1261 0.36
N 0.0892 -1.0703 -2.8883 -0.01
C 0.1176 -2.4125 -2.7210 -0.16
C 0.5010 -2.7345 -5.0703 -0.35
C 0.3565 -3.2933 -3.7902 -0.71
H -0.0531 -2.7668 -1.6909 0.43
H 0.4134 -4.3762 -3.5961 0.36
C 0.4175 -1.3476 -5.2537 -0.59
H 0.4995 -0.8410 -6.2214 0.32
H 0.6786 -3.3756 -5.9315 0.41
Sr 0.2174 0.5305 -0.9053 1.49
I 3.4666 0.2437 -1.0103 -0.63
O -2.2954 2.7479 3.4935 -0.71
S -1.3450 1.6680 3.5449 1.08
O -0.1782 1.8246 4.3869 -0.58
N -0.9337 1.0726 2.0023 -0.43
C -1.6914 -0.0156 1.7259 1.00
S -1.8984 -0.7599 0.2204 -0.74
C -2.3545 -0.6219 2.8830 -0.04
C -2.8299 -1.9254 3.0481 -0.75
C -2.8326 -2.4912 4.3296 -0.42
C -2.4323 -1.7480 5.4554 -0.55
C -2.0944 -0.3796 5.3026 -0.49
C -2.1008 0.1587 4.0294 0.34
H -3.1379 -2.4858 2.1568 0.39
H -3.1624 -3.5183 4.4693 0.38
H -2.3903 -2.1940 6.4543 0.38
H -1.7678 0.2385 6.1507 0.41
```

Summary:
* E_LUMO: -1.34 eV
* 2S+1: 1
* E: -2174.4399 hartree
* net charge: 0
* frontier orbital gap: 6.5 eV

***

The following is a quantum chemistry calculation of an isolated molecule of C19H18N2O4, from the OMol25 dataset.

Structure (XYZ):
```
43
Properties=species:S:1:pos:R:3:mulliken_charge:R:1
C -1.3133 5.9893 3.4968 -1.43
C -0.4753 4.7455 3.2460 -0.27
O -0.4040 4.5518 1.8464 -0.38
C 0.2799 3.4849 1.3618 0.66
C 0.2974 3.3523 -0.0281 -0.76
C 0.9616 2.3055 -0.6297 -0.06
C 1.6162 1.3513 0.1449 0.46
N 2.3186 0.2752 -0.4315 -0.08
C 1.9000 -0.6792 -1.2953 -0.18
O 2.6178 -1.6113 -1.5913 -0.68
C 0.4739 -0.5665 -1.8580 0.68
C 0.5175 -0.1791 -3.3290 -1.91
N -0.1411 -1.8668 -1.6204 0.29
C -0.4360 -2.8806 -2.5254 0.48
O -0.3805 -2.8230 -3.7253 -0.66
C -0.8755 -4.0296 -1.6894 0.01
C -1.2992 -5.2886 -2.0584 -0.45
C -1.6501 -6.1740 -1.0437 -0.47
C -1.5790 -5.8017 0.2899 -0.49
C -1.1532 -4.5300 0.6605 -0.41
C -0.8035 -3.6550 -0.3469 0.13
C -0.3045 -2.2645 -0.2975 0.35
O -0.0723 -1.5619 0.6561 -0.65
C 1.6179 1.4946 1.5261 -0.90
C 0.9579 2.5464 2.1344 -0.53
H -2.3077 5.8561 3.0798 0.32
H -0.8512 6.8499 3.0212 0.33
H -1.3947 6.1714 4.5645 0.42
H -0.9399 3.8719 3.7239 0.37
H 0.5339 4.8785 3.6601 0.36
H -0.2150 4.0943 -0.6194 0.44
H 0.9877 2.2399 -1.7057 0.34
H 3.1922 0.0370 0.0247 0.27
H -0.0998 0.1621 -1.2730 0.64
H 0.9470 0.8149 -3.4295 0.43
H 1.1331 -0.8828 -3.8820 0.42
H -0.4824 -0.1782 -3.7546 0.36
H -1.3500 -5.5709 -3.0982 0.49
H -1.9816 -7.1694 -1.2993 0.39
H -1.8567 -6.5118 1.0545 0.39
H -1.0940 -4.2332 1.6960 0.50
H 2.1314 0.7653 2.1340 0.39
H 0.9766 2.6201 3.2099 0.38
```

Summary:
* energy above the lowest of the compared OMol25 structures with the same formula, charge and spin: 16.83 kJ/mol
* E_LUMO: -0.23 eV
* 2S+1: 1
* SMILES: CCOc1ccc(NC(=O)[C@@H](C)N2C(=O)c3ccccc3C2=O)cc1
* E: -1145.3544 hartree
* net charge: 0
* frontier orbital gap: 8.0 eV

***

The following is a quantum chemistry calculation of a structure of composition C19H18N4O9SSc, from the OMol25 dataset.

Structure (XYZ):
```
52
Properties=species:S:1:pos:R:3:mulliken_charge:R:1
Sc 0.8512 -0.2936 -0.1084 0.06
O -1.3376 -5.9895 -0.4818 -0.55
C -0.9823 -4.7205 -0.1478 1.10
C -1.8186 -3.6336 -0.3970 -0.44
C -1.3564 -2.3874 -0.0295 0.13
N -0.1810 -2.2166 0.5502 -0.18
C 0.6335 -3.2437 0.7456 0.40
C 0.2750 -4.5363 0.4258 -0.66
C 2.0202 -2.8079 1.1903 0.20
O 2.7801 -3.6120 1.6985 -0.72
O 2.2250 -1.5608 0.9420 -0.37
C -2.0505 -1.0685 -0.3325 0.06
O -3.2253 -1.0488 -0.6606 -0.75
O -1.2582 -0.0608 -0.1880 0.15
H -2.1886 -5.9673 -0.9334 0.29
H -2.7789 -3.7298 -0.8868 0.42
H 0.9596 -5.3562 0.5789 0.53
O 3.5115 2.5257 1.4177 -0.74
C 2.9255 1.6432 0.8256 0.08
O 1.7217 1.2101 1.0535 -0.53
C 3.5951 0.9220 -0.3347 0.71
C 4.9588 0.8630 -0.5636 -0.79
C 5.4010 0.0355 -1.5906 -0.22
C 4.4994 -0.7125 -2.3413 -0.68
C 3.1541 -0.5855 -2.0400 0.56
N 2.7533 0.2384 -1.0885 0.29
C 2.0260 -1.4366 -2.6080 0.29
O 2.2171 -2.1279 -3.5883 -0.73
O 0.9409 -1.3317 -1.9069 -0.46
H 5.6330 1.4236 0.0663 0.50
H 6.4629 -0.0576 -1.7839 0.41
H 4.8114 -1.4015 -3.1126 0.50
C -4.5900 3.2472 -0.0448 -1.45
C -3.4779 2.2220 -0.1695 0.07
N -2.2888 2.7852 -0.8114 -0.16
C -1.0071 2.7403 -0.3828 0.53
S 0.2321 2.5438 -1.5310 -0.46
N -0.6798 2.8820 0.9047 -0.01
C -1.5054 2.9738 2.0920 -0.59
C -1.6726 1.6318 2.7910 -0.78
H -5.4752 2.7986 0.4077 0.35
H -4.8757 3.6352 -1.0233 0.35
H -4.2773 4.0956 0.5661 0.32
H -3.7859 1.3562 -0.7582 0.39
H -3.2125 1.8150 0.7997 -0.14
H -2.2898 2.6693 -1.8147 0.31
H 0.2941 2.6399 1.0746 0.10
H -2.4579 3.4399 1.8403 0.18
H -0.9983 3.6701 2.7657 0.41
H -2.1800 0.8989 2.1623 0.04
H -2.2373 1.7593 3.7168 0.38
H -0.6936 1.2210 3.0444 0.29
```

Summary:
* energy above the lowest of the compared OMol25 structures with the same formula, charge and spin: 35.86 kJ/mol
* E_LUMO: 2.46 eV
* 2S+1: 1
* E: -2790.3959 hartree
* net charge: -1
* frontier orbital gap: 7.9 eV

***

The following is a quantum chemistry calculation of an isolated molecule of C19H18N4S2 at a distorted geometry, from the OMol25 dataset.

Structure (XYZ):
```
43
Properties=species:S:1:pos:R:3:mulliken_charge:R:1
N 4.0729 4.9388 0.8605 -0.58
C 3.9007 3.8084 0.9601 0.16
C 3.7606 2.3874 1.0923 0.42
C 3.9792 1.7412 2.4900 -0.34
S 5.3734 1.7499 3.3826 -0.25
N 2.9491 1.0691 3.1711 -0.60
C 1.7382 1.0312 2.7341 0.11
N 0.8897 0.3031 3.5763 -0.35
C 1.3860 1.9285 1.5802 0.96
C -0.0954 1.6453 1.2681 -0.86
N -0.5586 0.4548 0.9772 -0.10
C -1.9523 0.4474 0.6605 -0.46
C -2.4580 -0.8580 0.2317 0.91
C -3.8268 -0.9372 -0.1277 -0.61
C -4.5186 -2.2437 -0.1894 -0.47
C -3.7815 -3.4177 -0.0582 -0.50
C -2.4105 -3.3240 0.0571 -0.50
C -1.7687 -2.1038 0.1633 -0.18
C -2.5124 1.7039 0.7669 -0.28
S -1.3108 2.8529 1.0215 -0.18
C 2.4166 1.8684 0.5057 0.55
C 1.8159 2.3965 -0.8099 -1.08
C 2.6977 1.8028 -1.8959 -0.91
C 3.0061 0.4118 -1.3583 -0.76
C 2.6697 0.4169 0.0961 -0.78
H 4.5561 1.8841 0.4443 0.39
H -0.0048 0.0640 3.3433 0.15
H 1.4126 -0.1524 4.3124 0.31
H 1.5518 2.9146 2.1271 0.72
H -4.4338 -0.0618 -0.3528 0.27
H -5.5942 -2.2438 -0.1340 0.36
H -4.3264 -4.3471 -0.3256 0.32
H -1.8139 -4.1685 -0.0020 0.45
H -0.8061 -2.1777 0.6568 0.29
H -3.5309 2.0813 0.5973 0.42
H 1.8602 3.4731 -0.7735 0.59
H 0.7784 1.9542 -0.9094 0.31
H 3.5297 2.3188 -1.9684 0.50
H 2.1527 1.7320 -2.8743 0.40
H 2.4965 -0.4681 -1.8859 0.33
H 4.0432 0.1288 -1.5563 0.30
H 3.5884 -0.0226 0.6006 0.34
H 1.8330 -0.2284 0.2991 0.26
```

Summary:
* E_LUMO: -0.44 eV
* 2S+1: 1
* SMILES: N#C[C@H]1C(=S)N=C(N)[C@H](c2nc(-c3ccccc3)cs2)C12CCCC2
* E: -1750.1321 hartree
* net charge: 0
* frontier orbital gap: 7.9 eV